C31H38N6NaO2S3 as an isolated structure. Source: the OMol25 dataset; level of theory: ωB97M-V/def2-TZVPD.

```
81
Properties=species:S:1:pos:R:3:forces:R:3
Na 0.098 1.021 0.115 0.487 0.258 0.309
O -1.629 1.156 1.478 -0.298 0.061 0.246
S -2.717 1.127 2.510 0.188 0.046 -0.038
C -4.288 0.861 1.646 -0.087 -0.004 0.032
C -4.285 -0.276 0.632 -0.014 -0.003 0.047
C -3.692 0.133 -0.718 0.007 0.018 -0.040
C -3.175 -1.065 -1.506 -0.084 -0.067 0.007
S -1.682 -0.678 -2.450 0.090 0.124 0.023
O -0.822 0.126 -1.520 -0.295 -0.456 -0.646
C -2.386 0.502 -3.591 -0.024 0.026 -0.007
C -2.042 1.838 -3.469 -0.015 0.004 -0.019
C -2.574 2.752 -4.370 0.006 0.013 -0.002
C -3.431 2.326 -5.373 -0.002 -0.017 0.004
C -3.754 0.979 -5.493 -0.011 0.001 -0.016
C -3.225 0.057 -4.605 0.000 0.001 -0.008
C -2.582 -0.468 3.309 -0.009 -0.045 -0.027
C -3.411 -0.773 4.381 -0.008 0.016 -0.023
C -3.293 -2.009 4.996 0.001 0.021 0.002
C -2.341 -2.918 4.549 -0.001 -0.012 0.007
C -1.504 -2.591 3.492 0.045 -0.026 -0.003
C -1.617 -1.357 2.863 -0.059 0.021 0.042
H -4.520 1.827 1.190 0.003 -0.017 -0.024
H -5.008 0.703 2.454 0.003 -0.017 -0.028
H -5.308 -0.639 0.514 -0.004 0.013 -0.033
H -3.720 -1.114 1.046 0.033 -0.018 0.024
H -2.854 0.807 -0.537 0.013 -0.012 0.011
H -4.427 0.680 -1.310 0.003 0.008 0.007
H -3.891 -1.482 -2.216 -0.007 0.008 0.028
H -2.856 -1.874 -0.844 0.012 0.018 0.001
H -1.361 2.146 -2.687 -0.003 -0.006 0.000
H -2.313 3.799 -4.289 0.000 -0.008 0.004
H -3.842 3.041 -6.073 0.008 -0.006 0.007
H -4.412 0.646 -6.285 0.004 0.005 0.005
H -3.460 -0.997 -4.711 0.011 0.012 0.017
H -4.140 -0.053 4.736 0.006 -0.014 0.006
H -3.935 -2.260 5.829 0.004 0.000 -0.007
H -2.247 -3.881 5.034 -0.004 0.012 -0.003
H -0.752 -3.297 3.158 -0.008 0.024 -0.009
H -0.959 -1.072 2.052 0.017 -0.017 -0.023
N 4.009 2.753 -1.152 -0.031 -0.035 -0.054
C 3.887 2.150 -2.392 0.086 0.068 0.046
C 4.774 1.990 -3.452 -0.018 -0.022 -0.009
C 4.295 1.313 -4.556 -0.004 -0.008 -0.014
C 2.982 0.814 -4.605 0.003 0.005 0.007
C 2.110 0.979 -3.549 0.016 0.001 -0.009
C 2.578 1.663 -2.427 -0.105 -0.038 0.021
N 1.928 1.964 -1.239 0.036 0.000 -0.004
C 2.809 2.604 -0.519 -0.006 0.046 0.071
C 2.529 3.108 0.828 -0.057 -0.045 -0.119
C 3.348 3.847 1.627 0.010 -0.028 0.004
S 2.554 4.201 3.095 0.082 0.074 0.025
C 1.183 3.346 2.544 -0.127 -0.103 -0.051
N 1.293 2.825 1.361 0.095 0.105 0.089
H 4.826 3.210 -0.787 0.009 -0.001 -0.003
H 5.787 2.370 -3.420 -0.013 0.004 0.008
H 4.946 1.163 -5.407 -0.002 0.001 0.007
H 2.654 0.291 -5.493 0.007 0.003 0.002
H 1.097 0.599 -3.574 0.007 0.006 0.007
H 4.348 4.198 1.431 -0.017 0.006 0.018
H 0.292 3.252 3.148 0.029 0.004 -0.007
C 3.735 -2.833 2.862 0.008 0.027 0.010
N 2.488 -2.082 2.768 -0.019 -0.068 0.001
C 2.126 -1.373 3.977 0.019 -0.015 0.001
C 2.070 -1.569 1.555 -0.123 0.117 -0.156
N 1.509 -0.413 1.394 0.075 -0.085 0.217
N 2.272 -2.381 0.466 0.091 -0.020 0.004
C 2.025 -3.811 0.540 -0.021 -0.002 0.027
C 2.076 -1.812 -0.855 -0.061 -0.018 0.015
H 4.463 -2.266 3.448 0.023 0.002 -0.027
H 4.148 -2.999 1.871 0.008 -0.004 0.005
H 3.586 -3.799 3.349 -0.026 0.017 0.007
H 2.272 -2.037 4.829 0.008 0.004 -0.011
H 1.077 -1.086 3.952 -0.033 0.007 -0.006
H 2.739 -0.476 4.139 0.003 -0.008 -0.001
H 1.598 0.141 2.241 -0.002 0.003 -0.005
H 1.900 -4.125 1.573 0.005 -0.003 0.003
H 2.848 -4.378 0.100 0.001 0.015 -0.008
H 1.110 -4.063 -0.007 -0.004 -0.003 0.008
H 2.463 -0.798 -0.887 0.024 0.014 0.000
H 1.016 -1.776 -1.132 0.016 0.013 -0.005
H 2.609 -2.426 -1.581 0.004 0.001 0.008
```
Positions in Å, forces in eV/Å.

Its total charge is +1. As for the frontier orbital gap: 8.7 eV. The highest occupied orbital energy is -10.5 eV. As for the spin multiplicity: 1. The energy above the lowest of the compared OMol25 structures with the same formula, charge and spin is 10.7 kJ/mol.